Record 1
The following is a DFT calculation (the ωB97M-V functional and the def2-TZVPD basis) of 2 unconnected molecules or ions with the total composition C6H10ClN3 in a non-equilibrium geometry.

Values from the calculation:
- DFT total energy (eV) = -23373.1501
- net charge = 0
- Kohn-Sham gap (eV) = 9.28
- max |F| (eV Å⁻¹) = 4.01
- molar mass (g/mol) = 159.6

```
20
Properties=species:S:1:pos:R:3:forces:R:3
C 2.4474 -0.1411 -1.0790 -0.782 -0.717 0.755
C 1.5516 -0.3712 0.2414 0.941 0.660 -1.164
C 1.7056 0.8796 0.9848 1.397 2.621 0.573
C 2.7790 1.6829 0.0649 -1.040 0.513 1.854
C -2.0584 -0.4233 1.0290 1.165 0.009 2.151
C -3.3254 -0.9852 -0.9934 -3.966 -0.009 -0.591
N 3.1161 0.9615 -1.1156 -2.013 -3.019 -0.568
N 0.8020 -1.3097 0.6119 0.455 -0.998 -1.924
N -2.3877 -1.2185 0.0884 -1.765 -1.330 -2.461
Cl -2.9403 1.0970 1.1495 0.064 -0.200 -0.536
H 2.3655 -0.8967 -1.8896 0.547 0.647 0.476
H 2.0248 0.8009 2.0727 -0.036 -0.308 -1.432
H 0.7520 1.4500 1.0725 0.498 -0.380 -0.421
H 2.2840 2.6014 -0.2664 0.658 0.262 0.304
H 3.7340 1.8148 0.5624 -0.124 0.748 0.460
H -2.9191 -0.9079 -1.9864 0.868 0.027 -0.157
H -4.1796 -1.7952 -1.1295 1.952 1.159 0.794
H -3.9223 -0.0542 -0.8185 0.787 -0.766 -0.060
H -2.1015 -2.2107 0.0119 0.880 1.221 0.915
H 0.2724 -0.9742 1.3892 -0.486 -0.141 1.032
```
Forces are in eV/Å.

Mulliken population analysis, charges in e, atoms 1 to 8: number 1, C, carries -0.20; number 2, C, carries 0.59; number 3, C, carries -0.39; number 4, C, carries -0.42; number 5, C, carries -0.09; number 6, C, carries -0.82; number 7, N, carries -0.54; number 8, N, carries -0.76



Record 2
The following is a DFT calculation (the ωB97M-V functional and the def2-TZVPD basis) of 2 unconnected molecules or ions with the total composition C5H12NO in a non-equilibrium geometry.

Values from the calculation:
- DFT total energy (eV) = -8907.7817
- net charge = +1
- Kohn-Sham gap (eV) = 9.49
- max |F| (eV Å⁻¹) = 5.44
- molar mass (g/mol) = 102.2

```
19
Properties=species:S:1:pos:R:3:forces:R:3
C 1.6558 -2.6952 0.0561 -0.793 -0.336 0.926
C 0.8206 -1.8194 1.0546 -0.343 -0.856 0.264
C 0.9963 -0.3664 0.6139 2.910 -3.004 0.524
C 0.3985 0.3576 -0.2575 -0.988 4.529 -2.841
N -1.0048 0.1939 -0.7058 0.441 0.128 1.349
C -1.8958 1.0048 -0.2285 -0.693 -0.339 -0.027
H 1.7864 -3.7055 0.4890 -0.344 0.412 -0.106
H 2.7087 -2.3009 0.0841 -1.104 -0.188 -1.370
H 0.9493 -2.8406 -0.8412 2.122 0.519 0.619
H 1.3167 -1.8235 2.0163 -0.062 -0.407 0.394
H -0.1623 -2.3928 1.1839 0.836 1.707 -0.243
H 2.1138 -0.1227 0.7282 -1.884 0.143 0.139
H 0.8222 1.3268 -0.7056 -0.503 -1.661 0.857
H -1.1347 -0.6767 -1.2490 -0.876 0.614 0.634
H -1.5966 2.0221 0.2124 -0.259 -1.741 -0.528
H -2.9929 0.7051 -0.2096 1.467 0.592 -0.625
H -1.6533 4.2721 -1.5660 -0.271 0.097 1.583
H -1.2306 4.7053 -0.0696 -1.497 -1.056 -1.441
O -1.8974 4.1562 -0.6059 1.841 0.847 -0.106
```
Forces are in eV/Å.

Mulliken population analysis, charges in e, atoms 1 to 8: number 1, C, carries -0.93; number 2, C, carries -0.42; number 3, C, carries 0.00; number 4, C, carries -0.73; number 5, N, carries 0.05; number 6, C, carries -0.09; number 7, H, carries 0.33; number 8, H, carries 0.35



Record 3
The following is a DFT calculation (the ωB97M-V functional and the def2-TZVPD basis) of 2 unconnected molecules or ions with the total composition C3H10S in a non-equilibrium geometry.

Values from the calculation:
- DFT total energy (eV) = -14108.2337
- SMILES = CCC.S
- net charge = 0
- Kohn-Sham gap (eV) = 10.68
- max |F| (eV Å⁻¹) = 1.12
- molar mass (g/mol) = 78.2

```
14
Properties=species:S:1:pos:R:3:forces:R:3
C -0.0743 1.3997 -0.8759 -0.111 -0.390 -0.050
C -0.9253 0.1544 -0.5441 0.442 0.872 -0.019
C -1.1736 0.0150 0.9434 0.801 -0.682 0.370
H 0.9881 1.2035 -0.7216 0.006 0.049 -0.021
H -0.2381 1.6748 -1.9156 0.220 0.071 -0.111
H -0.3383 2.2609 -0.2666 -0.149 0.045 0.115
H -1.8664 0.2599 -1.0836 -0.056 -0.317 -0.033
H -0.3648 -0.7126 -0.9062 -0.412 -0.104 -0.142
H -1.8541 -0.8039 1.1714 -0.286 0.134 0.004
H -1.4995 0.9403 1.4058 -0.309 0.109 -0.018
H -0.2353 -0.2684 1.4466 -0.140 0.204 -0.087
S 2.5449 -1.4249 0.5832 -0.017 -0.169 -0.050
H 3.3039 -2.4831 0.8941 0.095 0.070 0.075
H 1.7329 -2.2154 -0.1308 -0.084 0.107 -0.032
```
Forces are in eV/Å.

Mulliken population analysis, charges in e, atoms 1 to 8: number 1, C, carries -0.98; number 2, C, carries -0.11; number 3, C, carries -0.97; number 4, H, carries 0.21; number 5, H, carries 0.30; number 6, H, carries 0.30; number 7, H, carries 0.30; number 8, H, carries 0.13



Record 4
The following is a DFT calculation (the ωB97M-V functional and the def2-TZVPD basis) of a molecular structure, C2H4LiO2Tl in a non-equilibrium geometry.

Values from the calculation:
- DFT total energy (eV) = -11128.9849
- net charge = -1
- Kohn-Sham gap (alpha / beta) (eV) = 3.79 / 4.89
- max |F| (eV Å⁻¹) = 4.08
- molar mass (g/mol) = 271.4
- spin multiplicity = 2

```
10
Properties=species:S:1:pos:R:3:forces:R:3
O 1.2128 1.5157 -0.0265 0.401 1.267 -0.779
H 1.6814 1.7932 0.7624 -0.078 0.249 0.193
C 0.6853 -0.4282 0.5193 -1.958 -3.536 -0.553
C 0.0668 -1.0889 -0.5716 -1.019 0.994 2.307
O -1.0566 -0.5911 -1.1678 0.026 0.869 0.947
H -0.0054 0.0034 1.2666 0.602 0.776 -0.560
H 1.5492 -0.9430 0.9575 -0.268 0.191 -0.140
H 0.0342 -2.1898 -0.4711 1.196 0.122 -1.041
Li -3.3837 -0.1295 -0.3790 0.904 -0.234 -0.268
Tl -0.7841 2.0582 -0.8898 0.194 -0.697 -0.106
```
Forces are in eV/Å.

Mulliken population analysis, charges in e, atoms 1 to 8: number 1, O, carries -0.70; number 2, H, carries 0.20; number 3, C, carries -0.50; number 4, C, carries -0.26; number 5, O, carries -0.56; number 6, H, carries 0.17; number 7, H, carries 0.26; number 8, H, carries 0.27



Record 5
The following is a DFT calculation (the ωB97M-V functional and the def2-TZVPD basis) of a molecular structure, C18H39BNO3 in a non-equilibrium geometry.

Values from the calculation:
- DFT total energy (eV) = -27604.9888
- net charge = -1
- Kohn-Sham gap (eV) = 7.25
- max |F| (eV Å⁻¹) = 7.06
- molar mass (g/mol) = 328.3

```
62
Properties=species:S:1:pos:R:3:forces:R:3
C 5.4956 -2.7516 0.6488 -0.046 -0.088 0.053
O 4.1943 -2.4684 0.2080 0.107 -0.041 0.139
C 4.1766 -1.8158 -1.0513 0.413 0.765 -0.378
C 2.7795 -1.2958 -1.3408 4.942 2.060 0.511
C 2.5038 0.1262 -0.8441 0.479 0.228 -0.015
C 1.4228 0.8612 -1.6542 -0.154 0.458 -0.236
C 0.3715 1.5813 -0.7978 0.055 0.158 0.003
C -0.2311 2.8336 -1.4462 0.030 -0.047 -0.121
C -0.8520 3.7920 -0.4267 -0.052 -0.013 0.070
C -1.8971 3.0370 0.3848 0.053 0.069 -0.118
C -2.7934 3.8360 1.3209 0.153 0.219 0.024
C -3.9715 2.9950 1.8081 -0.026 -0.021 -0.099
C -3.5189 1.7124 2.5052 0.116 -0.126 0.372
C -2.9537 0.6157 1.6065 -0.064 -0.123 -0.324
C -3.4467 -0.8079 1.8574 -0.082 0.023 0.204
O -2.4949 -1.6275 1.2450 0.070 0.005 0.003
B -1.2893 -0.7540 0.9416 -0.120 -0.209 0.082
C 0.1179 -1.3986 1.4138 0.207 0.038 -0.068
C 0.8158 -2.4692 0.5524 -0.292 -0.339 0.348
C 0.8069 -2.2360 -0.9639 -6.732 -2.059 -0.481
C -0.4496 -2.7513 -1.6713 -0.519 -0.407 0.511
N -0.2023 -3.0234 -3.1016 -0.041 0.118 -0.113
O -1.5604 0.4772 1.7449 -0.116 -0.303 0.004
H 6.0894 -3.2480 -0.1344 -0.044 0.026 0.073
H 5.4088 -3.4229 1.5061 0.046 0.053 -0.056
H 6.0307 -1.8436 0.9673 -0.068 -0.046 -0.109
H 4.9039 -0.9844 -1.0312 0.142 -0.108 0.014
H 4.5199 -2.5162 -1.8306 -0.043 -0.055 0.090
H 2.0729 -1.9932 -0.8752 6.128 2.901 0.817
H 2.5895 -1.3589 -2.4183 -0.046 -0.057 0.062
H 3.4397 0.6994 -0.8652 -0.091 0.125 0.008
H 2.1923 0.0984 0.2040 0.087 -0.110 -0.074
H 0.9181 0.1366 -2.3031 -0.017 0.238 -0.111
H 1.8807 1.5879 -2.3397 0.126 -0.094 0.086
H -0.4357 0.8753 -0.5726 0.383 0.330 0.023
H 0.7966 1.8406 0.1813 0.115 0.113 -0.136
H 0.5209 3.3417 -2.0648 -0.028 0.053 0.117
H -1.0346 2.5218 -2.1279 0.112 0.035 -0.080
H -1.2972 4.6573 -0.9369 0.003 -0.060 -0.007
H -0.0690 4.1877 0.2349 -0.036 -0.034 -0.025
H -1.3961 2.2552 0.9609 -0.030 0.217 -0.144
H -2.5390 2.4832 -0.3166 0.082 0.252 -0.063
H -3.1438 4.7532 0.8267 -0.084 -0.086 0.026
H -2.2261 4.1613 2.2054 0.041 0.013 -0.132
H -4.6017 2.7377 0.9459 -0.020 0.012 0.090
H -4.5895 3.5843 2.4954 0.012 -0.007 -0.054
H -4.3382 1.3019 3.1112 0.006 0.053 -0.117
H -2.7092 1.9583 3.2055 -0.156 -0.019 0.036
H -3.1659 0.8380 0.5398 -0.181 -0.068 0.297
H -4.4577 -0.9842 1.4508 0.102 0.050 0.011
H -3.4971 -0.9676 2.9564 0.018 -0.087 -0.163
H -1.3132 -0.4345 -0.2758 -0.251 -0.424 0.297
H 0.8265 -0.5673 1.5662 -0.187 -0.102 0.021
H -0.0511 -1.8330 2.4103 0.053 0.095 -0.047
H 0.3397 -3.4422 0.7435 0.051 0.094 -0.110
H 1.8594 -2.5838 0.8754 -0.140 0.015 0.032
H 0.9018 -1.1599 -1.1589 -1.414 -1.112 -0.036
H 1.6692 -2.7243 -1.4352 -3.115 -2.600 -0.967
H -1.2509 -2.0199 -1.5748 0.007 -0.006 0.008
H -0.7940 -3.6505 -1.1408 -0.077 -0.001 -0.161
H -1.0018 -2.7383 -3.6563 0.103 -0.080 0.070
H -0.0720 -4.0149 -3.2680 0.031 0.116 0.044
```
Forces are in eV/Å.

Mulliken population analysis, charges in e, atoms 1 to 8: number 1, C, carries -0.85; number 2, O, carries -0.17; number 3, C, carries -1.24; number 4, C, carries 0.62; number 5, C, carries -1.02; number 6, C, carries -1.15; number 7, C, carries 1.26; number 8, C, carries -0.67



Record 6
The following is a DFT calculation (the ωB97M-V functional and the def2-TZVPD basis) of 2 unconnected molecules or ions with the total composition C4H12 in a non-equilibrium geometry.

Values from the calculation:
- DFT total energy (eV) = -4340.1150
- net charge = -1
- Kohn-Sham gap (alpha / beta) (eV) = 2.82 / 11.95
- max |F| (eV Å⁻¹) = 2.90
- molar mass (g/mol) = 60.1
- spin multiplicity = 2

```
16
Properties=species:S:1:pos:R:3:forces:R:3
C 1.1343 1.3927 0.5375 -0.302 -2.125 -0.305
C 2.5696 0.7357 0.4218 -0.753 1.133 -0.484
H 0.5228 0.6146 1.0851 0.458 1.361 0.197
H 1.1742 2.3855 0.9606 -0.251 0.069 0.407
H 0.5362 1.4154 -0.4103 1.171 0.237 0.419
H 3.3398 1.3703 0.9016 -0.284 -0.148 -0.456
H 2.7594 0.6082 -0.6538 0.495 -0.146 0.442
H 2.6174 -0.2178 0.9399 -0.114 -0.197 -0.135
C -2.3559 -1.5624 -0.1428 2.078 0.973 0.792
C -1.3203 -0.6039 -0.7933 -1.428 2.459 -0.571
H -3.3393 -1.1674 -0.2578 -0.883 -0.011 -0.548
H -2.1646 -2.5294 -0.5916 -0.597 -0.444 0.258
H -2.2074 -1.5229 0.9503 0.130 -0.702 -0.303
H -1.8786 -0.1883 -1.7467 1.538 -0.560 1.485
H -0.3564 -1.0336 -1.0730 -0.191 -0.270 -0.040
H -1.0311 0.3034 -0.1274 -1.067 -1.629 -1.158
```
Forces are in eV/Å.

Mulliken population analysis, charges in e, atoms 1 to 8: number 1, C, carries -1.01; number 2, C, carries -1.72; number 3, H, carries 0.08; number 4, H, carries 0.97; number 5, H, carries -0.04; number 6, H, carries 0.25; number 7, H, carries 0.58; number 8, H, carries 0.64